Model P:
Entry from the OMol25 dataset: a cluster of 2 separate species, C3H8N2O3S in total (ωB97M-V/def2-TZVPD).

Results
Gap between HOMO and LUMO, eV: 9.6
Lowest unoccupied orbital energy, eV: 0.73

ORCA input file:
```
! wB97M-V def2-TZVPD RIJCOSX def2/J DEFGRID3
* xyz 0 1
S 2.254 -0.226 -0.192
O 3.472 -1.055 -0.257
O 2.355 0.708 -1.607
O 2.521 1.069 0.914
N -0.213 0.523 0.390
N -1.906 -0.705 1.245
C -2.200 -0.672 -0.167
C -0.747 0.017 1.420
C -1.125 0.261 -0.686
H -0.528 -0.207 -1.396
H -1.492 1.307 -1.143
H 3.063 0.433 -2.107
H -2.351 -1.676 -0.556
H -3.168 -0.244 -0.443
H 2.166 1.969 0.622
H -1.939 -1.597 1.636
H -0.162 0.095 2.328
*
```

These are the Mulliken partial charges, in e, on atoms 1 to 8: number 1, S, carries 0.909; number 2, O, carries -0.594; number 3, O, carries -0.477; number 4, O, carries -0.520; number 5, N, carries -0.283; number 6, N, carries -0.340; number 7, C, carries -0.404; number 8, C, carries -0.205

=====

Model Q:
Entry from the OMol25 dataset: a structure of composition C3H8N2O3S (ωB97M-V/def2-TZVPD).

Results
Gap between HOMO and LUMO, eV: 10.8
Lowest unoccupied orbital energy, eV: 0.41

ORCA input file:
```
! wB97M-V def2-TZVPD RIJCOSX def2/J DEFGRID3
* xyz 0 1
S 0.180 -0.643 0.386
O 3.466 0.291 -0.367
O 1.617 1.183 0.299
O 0.088 -0.655 1.809
N 1.686 -0.895 -0.225
N 2.327 0.243 -0.024
C -0.509 -2.240 -0.290
C -0.992 1.973 0.257
C -0.934 0.666 -0.462
H -0.373 0.657 -1.386
H 0.188 -3.075 -0.075
H -1.761 0.114 -0.256
H -0.640 -2.082 -1.333
H -1.489 -2.386 0.330
H 0.043 2.370 0.349
H -1.229 1.803 1.326
H -1.669 2.677 -0.339
*
```

These are the Mulliken partial charges, in e, on atoms 1 to 8: number 1, S, carries 1.172; number 2, O, carries -0.644; number 3, O, carries -0.687; number 4, O, carries -0.644; number 5, N, carries -0.645; number 6, N, carries 1.180; number 7, C, carries -1.048; number 8, C, carries -1.018

=====

What is the most stable structure shown above? It is model P.